Computed, not measured: a 2-piece molecular cluster, C15H11N7O6 overall, with ωB97M-V/def2-TZVPD.

Last column: natural (NBO) charge in e.
Atoms and positions in Å:
C (4.985, -0.840, -1.244)  -0.634
C (3.898, 0.054, -0.746)  0.002
C (2.606, -0.423, -0.575)  -0.192
C (1.678, 0.491, -0.052)  0.168
C (1.999, 1.809, 0.229)  0.141
C (3.262, 2.290, -0.023)  -0.226
C (4.223, 1.399, -0.489)  -0.190
N (0.821, 2.474, 0.514)  -0.501
C (-0.198, 1.641, 0.478)  0.536
C (-1.612, 2.014, 0.884)  -0.682
N (0.245, 0.401, 0.179)  -0.344
H (5.973, -0.368, -1.264)  0.220
H (5.085, -1.734, -0.628)  0.229
H (4.793, -1.176, -2.264)  0.233
H (2.320, -1.441, -0.835)  0.251
H (3.478, 3.344, 0.117)  0.225
H (5.250, 1.757, -0.680)  0.227
H (0.724, 3.432, 0.797)  0.433
H (-2.327, 1.158, 0.857)  0.282
H (-1.509, 2.383, 1.923)  0.242
H (-1.963, 2.821, 0.211)  0.264
O (-5.988, -2.274, 1.068)  -0.362
N (-5.105, -1.827, 0.350)  0.426
C (-3.744, -1.508, 0.427)  -0.077
C (-3.354, -0.846, -0.748)  0.197
N (-4.353, -0.965, -1.672)  -0.120
O (-5.426, -1.503, -0.989)  -0.163
C (-2.051, -0.220, -0.875)  -0.239
N (-1.475, 0.000, -2.183)  0.490
O (-2.239, 0.353, -3.104)  -0.413
O (-0.247, -0.215, -2.397)  -0.489
C (-0.865, -0.483, 0.073)  -0.051
C (-1.479, -0.969, 1.368)  0.004
N (-0.689, -1.650, 2.286)  0.412
O (0.508, -1.679, 2.500)  -0.386
O (-1.577, -2.378, 3.088)  -0.153
N (-2.854, -2.346, 2.567)  -0.066
C (-2.788, -1.508, 1.479)  0.097
H (-0.004, -1.466, -0.627)  0.211

Its LUMO energy is -0.0227 Eh. As for the HOMO-LUMO gap: 7.2 eV. As for the HOMO energy: -7.856 eV. As for the total charge: 0. As for the max |F|: 6.8 eV/A. The value obtained for the relative energy (zero: lowest compared OMol25 entry of this formula, charge and spin) is 70.37 kcal per mole.